[1]
Below is a structure of composition H18O9Xe, with properties calculated with ωB97M-V/def2-TZVPD.

Values from the calculation:
total energy	-27681.9124	eV
HOMO	-10.4	eV
LUMO level	0.1	eV
relative energy (zero: lowest compared OMol25 entry of this formula, charge and spin)	21.9	kcal/mol

The geometry in XYZ format:
```
28
Properties=species:S:1:pos:R:3:mulliken_charge:R:1
Xe -0.50471 -15.51839 16.33472 0.01
O 2.55957 -13.33179 16.29547 -0.67
H 2.39384 -13.10600 17.21078 0.34
H 3.49553 -13.17188 16.17453 0.30
O -2.39568 -19.16873 15.43690 -0.62
H -2.30842 -18.74115 14.58496 0.38
H -1.72194 -18.76032 15.98052 0.29
O 3.07929 -15.95796 16.68094 -0.59
H 2.51183 -15.21906 16.46130 0.35
H 3.95709 -15.57963 16.73167 0.25
O -2.04499 -17.22765 13.28961 -0.74
H -1.74441 -17.64999 12.48493 0.33
H -2.99570 -17.17427 13.19194 0.33
O -3.95580 -14.04585 14.95462 -0.59
H -3.83958 -13.23067 15.44267 0.33
H -4.46398 -13.79362 14.18367 0.27
O 0.35320 -19.03418 16.29044 -0.59
H 0.61496 -19.00670 17.21074 0.30
H 1.11002 -18.69108 15.81532 0.29
O -4.82460 -13.94145 17.67540 -0.63
H -5.50503 -14.57424 17.90522 0.31
H -4.20760 -14.43733 17.13722 0.32
O -0.25470 -15.09399 12.40329 -0.70
H -0.31198 -14.18280 12.69085 0.34
H -0.84939 -15.56714 12.98527 0.33
O 2.46523 -15.17372 12.97730 -0.62
H 2.83187 -16.01503 13.24935 0.31
H 1.51826 -15.28701 13.05880 0.35
```

=====

[2]
Below is the ion C3H5BrN3O with charge +1, with properties calculated with ωB97M-V/def2-TZVPD.

Values from the calculation:
total energy	-79740.5835	eV
HOMO (alpha / beta)	-13.7 / -13.7	eV
LUMO level (alpha / beta)	-4.7 / -4.7	eV
relative energy (zero: lowest compared OMol25 entry of this formula, charge and spin)	35.6	kcal/mol
net charge	+1

The geometry in XYZ format:
```
13
Properties=species:S:1:pos:R:3:mulliken_charge:R:1
C -0.73451 0.17680 -0.13145 -0.68
N 0.69662 -0.16807 0.01006 0.28
C 1.74429 0.65802 0.03439 0.07
C 2.96047 -0.01829 0.01332 -0.21
Br 4.74505 0.50463 -0.00670 0.05
N 2.49792 -1.38136 0.01565 0.75
O 3.15395 -2.39334 0.18036 -0.60
N 1.14576 -1.43721 0.06621 -0.30
H -1.20869 -0.74173 0.11892 0.34
H -0.96525 0.94498 0.47281 0.36
H -1.01695 0.59701 -1.20533 0.29
H 1.77971 1.77261 0.18400 0.40
H 0.43606 -2.22791 0.12236 0.26
```

=====

The lowest total energy belongs to which entry? C3H5BrN3O